Record 1
2 unconnected molecules or ions with the total composition C28H35FO3 at a distorted geometry, computed with ωB97M-V/def2-TZVPD.

Output
orbital gap: 3.56 eV
total charge: 0
spin multiplicity: 1

Structure (XYZ):
```
67
C28H35FO3 | OMol25 | ωB97M-V/def2-TZVPD
C 3.759 -1.947 -1.057
C 2.588 -1.012 -1.137
O 1.783 -1.169 0.046
C 0.592 -0.520 0.006
C -0.135 -0.679 1.252
C -1.469 -0.165 1.438
O -2.215 -0.704 2.284
C -2.067 0.991 0.648
C -2.714 0.501 -0.642
C -4.029 -0.282 -0.504
C -3.971 -1.686 -1.132
C -3.899 -2.802 -0.077
C -2.936 -3.940 -0.445
C -1.477 -3.568 -0.127
C -1.147 -3.645 1.366
C 0.274 -3.167 1.699
C 0.362 -1.718 2.220
O 0.234 0.099 -1.000
H 4.380 -1.802 -1.946
H 4.376 -1.742 -0.172
H 3.434 -2.991 -1.031
H 2.946 0.015 -1.160
H 1.968 -1.192 -2.021
H -2.821 1.462 1.291
H -1.291 1.719 0.389
H -2.920 1.369 -1.284
H -1.942 -0.081 -1.161
H -4.342 -0.340 0.548
H -4.806 0.279 -1.044
H -4.886 -1.838 -1.726
H -3.127 -1.754 -1.835
H -3.593 -2.377 0.892
H -4.910 -3.211 0.063
H -3.235 -4.831 0.122
H -2.998 -4.174 -1.516
H -0.797 -4.253 -0.662
H -1.254 -2.557 -0.517
H -1.885 -3.080 1.959
H -1.234 -4.704 1.668
H 0.662 -3.836 2.478
H 0.928 -3.268 0.820
H 1.407 -1.501 2.470
H -0.242 -1.636 3.133
F -1.439 5.225 -1.520
C -0.326 4.564 -1.983
C -0.032 4.646 -3.342
C 1.174 4.067 -3.778
C 1.967 3.331 -2.911
C 1.590 3.148 -1.534
C 2.342 2.274 -0.712
C 2.491 2.238 0.699
C 3.771 1.902 1.249
C 3.946 1.726 2.612
C 2.852 1.856 3.483
C 1.607 2.241 2.971
C 1.439 2.487 1.618
C 0.482 3.908 -1.069
H -0.666 5.226 -4.009
H 1.479 4.186 -4.819
H 2.890 2.859 -3.265
H 3.098 1.743 -1.292
H 4.613 1.783 0.564
H 4.935 1.480 3.009
H 2.974 1.705 4.557
H 0.750 2.359 3.638
H 0.467 2.811 1.260
H 0.248 3.975 -0.017
```

Record 2
A molecular structure, C5H9NO2 at a distorted geometry, computed with ωB97M-V/def2-TZVPD.

Output
orbital gap: 8.29 eV
total charge: 0
spin multiplicity: 1

Structure (XYZ):
```
17
C5H9NO2 | OMol25 | ωB97M-V/def2-TZVPD
C 0.077 1.345 0.346
C 0.587 0.344 -1.963
C -0.426 0.653 -0.892
C -0.039 -0.065 0.881
N 1.049 -0.947 1.114
C -1.327 -0.505 1.170
O -1.568 -1.785 1.427
O -1.666 0.473 -1.111
H -0.701 -2.225 1.520
H 1.880 -0.490 1.466
H 1.300 -1.524 0.320
H -2.162 0.144 1.382
H -0.636 2.040 0.784
H 1.104 1.696 0.296
H 0.773 1.257 -2.532
H 1.541 0.004 -1.560
H 0.212 -0.415 -2.648
```

Record 3
A molecular structure, C30H50BrFeN3P2S at a distorted geometry, computed with ωB97M-V/def2-TZVPD.

Output
orbital gap (alpha / beta): 5.36 / 3.17 eV
total charge: +2
spin multiplicity: 5

Structure (XYZ):
```
88
C30H50BrFeN3P2S | OMol25 | ωB97M-V/def2-TZVPD
C -6.585 0.580 -5.681
C -6.225 1.212 -4.471
C -7.122 2.166 -3.942
C -8.314 2.441 -4.634
N -8.631 1.831 -5.777
C -7.801 0.925 -6.297
C -4.974 0.895 -3.796
C -3.918 0.633 -3.227
C -2.681 0.319 -2.536
C -2.235 -1.015 -2.390
C -1.035 -1.317 -1.709
C -0.257 -0.320 -1.117
C -0.652 1.005 -1.303
C -1.846 1.325 -1.992
Fe 1.702 -0.870 -0.258
P 0.192 -1.691 1.555
H -6.902 2.691 -3.011
H -5.936 -0.165 -6.143
H -9.022 3.179 -4.241
H -8.099 0.446 -7.236
H -2.141 2.372 -2.130
H -2.836 -1.818 -2.833
H -0.047 1.839 -0.941
H -0.735 -2.367 -1.678
C 1.304 -1.937 3.004
C 0.763 -2.185 4.415
H 1.910 -1.018 3.040
H 2.015 -2.722 2.710
H 1.615 -2.436 5.071
H 0.305 -1.276 4.838
H 0.049 -3.022 4.473
C -1.239 -0.676 2.128
C -2.600 -1.379 2.169
H -1.273 0.165 1.413
H -0.988 -0.239 3.111
H -3.374 -0.660 2.473
H -2.881 -1.761 1.176
H -2.635 -2.205 2.897
C -0.383 -3.363 1.048
C -0.613 -4.368 2.183
H 0.403 -3.738 0.369
H -1.288 -3.243 0.431
H -1.028 -5.299 1.772
H 0.331 -4.636 2.680
H -1.333 -4.010 2.935
Br 3.364 -0.114 1.264
P -0.098 4.372 2.728
C -0.588 2.762 3.499
C -0.365 2.748 5.015
H -0.002 1.973 3.002
H -1.654 2.616 3.260
H -0.954 1.940 5.470
H 0.690 2.573 5.268
H -0.680 3.694 5.478
C 1.471 3.884 1.878
C 2.392 5.096 1.689
H 1.207 3.427 0.912
H 1.951 3.121 2.510
H 3.427 4.761 1.547
H 2.114 5.683 0.804
H 2.365 5.759 2.565
C -1.242 4.389 1.275
C -2.475 5.268 1.520
H -1.532 3.348 1.062
H -0.654 4.772 0.426
H -2.932 5.545 0.560
H -3.239 4.743 2.108
H -2.210 6.196 2.046
C 3.331 -3.996 -2.663
N 4.582 -3.498 -2.117
C 5.778 -3.963 -2.840
C 4.649 -2.192 -1.703
S 3.352 -1.103 -2.044
N 5.772 -1.779 -1.088
C 6.681 -2.677 -0.370
C 6.062 -0.362 -0.904
H 3.534 -4.794 -3.375
H 2.782 -3.189 -3.156
H 2.692 -4.373 -1.861
H 6.343 -3.116 -3.237
H 6.434 -4.529 -2.178
H 5.452 -4.606 -3.670
H 7.613 -2.701 -0.938
H 6.901 -2.276 0.627
H 6.274 -3.679 -0.284
H 5.230 0.245 -1.322
H 6.234 -0.110 0.165
H 6.986 -0.145 -1.476
```

Record 4
C9H12O3S in the gas phase at a distorted geometry, computed with ωB97M-V/def2-TZVPD.

Output
orbital gap: 8.39 eV
total charge: 0
spin multiplicity: 1

Structure (XYZ):
```
25
C9H12O3S | OMol25 | ωB97M-V/def2-TZVPD
C -3.039 1.271 0.111
C -1.625 1.543 -0.276
C -4.092 0.874 0.495
C 0.333 -1.812 -0.552
C 1.575 -1.479 0.202
C -0.387 -0.565 -1.080
C 1.233 -0.660 1.387
C -0.762 0.345 0.127
C 0.559 0.667 0.812
O -1.181 2.464 -0.955
O 3.213 0.959 0.148
O 1.631 1.678 -1.600
S 1.995 1.694 0.007
H 0.764 1.905 -1.802
H -5.097 0.745 0.925
H 0.409 -2.428 -1.441
H -0.242 -2.376 0.227
H 2.129 -2.414 0.420
H 2.272 -0.837 -0.323
H 0.284 -0.093 -1.803
H -1.428 -0.973 -1.458
H 0.315 -1.190 1.856
H 1.912 -0.361 2.081
H -1.188 -0.318 0.903
H 0.416 1.362 1.590
```

Record 5
A molecular structure, C24H38N2OS2SiSm, computed with ωB97M-V/def2-TZVPD.

Output
orbital gap (alpha / beta): 7.00 / 7.25 eV
total charge: +1
spin multiplicity: 6

Structure (XYZ):
```
69
C24H38N2OS2SiSm | OMol25 | ωB97M-V/def2-TZVPD
Sm -0.009 -0.036 1.115
C -0.492 6.762 1.338
C 0.458 6.394 0.187
C 1.857 6.920 0.508
C -0.029 7.044 -1.117
C 0.439 4.883 0.025
C -0.745 4.227 -0.313
C -0.756 2.855 -0.407
N 0.324 2.092 -0.204
C 1.476 2.705 0.107
C 1.559 4.083 0.228
C 2.652 1.820 0.342
C 3.947 2.294 0.303
C 5.028 1.439 0.530
C 4.727 0.104 0.776
C 3.408 -0.305 0.804
N 2.384 0.525 0.598
C 6.447 1.989 0.525
C 6.718 2.703 -0.806
C 6.567 2.991 1.684
C 7.486 0.884 0.713
H -0.489 7.843 1.482
H -0.181 6.291 2.272
H -1.517 6.455 1.128
H 1.820 8.007 0.585
H 2.574 6.671 -0.277
H 2.227 6.538 1.461
H -0.004 8.129 -1.013
H -1.054 6.759 -1.357
H 0.609 6.768 -1.958
H -1.662 4.772 -0.482
H -1.675 2.333 -0.656
H 2.495 4.535 0.518
H 4.125 3.335 0.081
H 5.502 -0.627 0.950
H 3.152 -1.340 1.001
H 6.051 3.550 -0.966
H 6.612 2.019 -1.650
H 7.739 3.087 -0.808
H 5.875 3.827 1.569
H 7.579 3.396 1.714
H 6.364 2.511 2.643
H 7.426 0.132 -0.076
H 7.383 0.389 1.680
H 8.483 1.322 0.676
C -0.172 -1.525 4.620
O -0.257 -0.424 3.693
C -0.484 0.856 4.197
S -0.559 1.167 5.779
S -0.614 1.978 2.885
H 0.014 -2.402 4.004
H -1.109 -1.620 5.163
H 0.641 -1.359 5.322
C -1.919 -4.114 -1.213
Si -1.315 -2.468 -0.606
C -2.695 -1.522 0.310
C -0.871 -1.305 -2.026
C 0.109 -2.417 0.572
H -2.778 -4.019 -1.880
H -2.209 -4.745 -0.371
H -1.122 -4.628 -1.753
H -3.672 -1.658 -0.154
H -2.538 -0.430 0.287
H -2.782 -1.832 1.356
H -1.748 -1.034 -2.618
H -0.124 -1.730 -2.699
H -0.440 -0.360 -1.657
H 1.035 -2.728 0.071
H -0.065 -3.108 1.407
```

Record 6
C4H6N2 in the gas phase at a distorted geometry, computed with ωB97M-V/def2-TZVPD.

Output
orbital gap: 8.96 eV
total charge: 0
spin multiplicity: 1
SMILES: C1Cc2[nH][nH]c21

Structure (XYZ):
```
12
C4H6N2 | OMol25 | ωB97M-V/def2-TZVPD
C 1.130 0.768 0.018
C 1.116 -0.723 0.004
C -0.292 -0.684 -0.402
N -1.617 -0.731 0.171
N -1.623 0.723 0.104
C -0.321 0.735 -0.404
H 1.991 1.090 -0.534
H 1.298 1.001 1.105
H 1.354 -1.134 0.931
H 1.715 -1.301 -0.607
H -2.392 -1.221 -0.290
H -2.357 1.477 -0.096
```

Let's list ΔE to the lowest compared entry with this formula, charge and spin in order: 69.4, 270.9, 0.0, 358.7, 100.2, 621.2 kJ/mol.